No. 1
Molecular formula: C14H27CuO7P2Sb2
Method: DFT, the ωB97M-V functional and the def2-TZVPD basis

The HOMO energy is -7.7568 eV. For the molecular weight, the calculation gives 676.38 u. For the total energy, the calculation gives -105587.15826 eV.

Atoms and positions in Å:
Cu: 0.995 -0.515 -0.644
C: 0.183 2.706 -3.248
Sb: -0.342 1.031 -2.046
C: -1.565 0.020 -3.460
C: -1.935 1.936 -0.905
C: -1.457 2.998 0.038
C: -1.261 4.289 -0.457
C: -0.811 5.323 0.346
C: -0.559 5.079 1.687
C: -0.763 3.809 2.197
C: -1.206 2.752 1.398
C: -1.376 1.405 2.027
Sb: 0.416 0.206 1.897
C: 1.537 1.318 3.343
C: -0.237 -1.324 3.230
H: -0.715 3.089 -3.732
H: 0.898 2.391 -4.006
H: 0.635 3.486 -2.639
H: -2.247 0.727 -3.933
H: -2.129 -0.763 -2.959
H: -0.924 -0.448 -4.204
H: -2.446 1.120 -0.397
H: -2.625 2.353 -1.641
H: -1.481 4.483 -1.501
H: -0.672 6.312 -0.072
H: -0.216 5.874 2.337
H: -0.584 3.621 3.249
H: -2.186 0.829 1.583
H: -1.581 1.504 3.094
H: 0.977 1.380 4.276
H: 1.732 2.322 2.969
H: 2.490 0.825 3.528
H: -0.661 -0.863 4.122
H: 0.602 -1.956 3.520
H: -0.984 -1.938 2.730
C: 0.925 -4.278 1.005
C: 1.065 -4.040 -0.486
O: 1.117 -5.316 -1.116
P: 2.597 -3.116 -0.882
O: 2.760 -3.210 -2.444
O: 3.819 -3.959 -0.323
O: 2.575 -1.735 -0.307
P: -0.294 -2.954 -1.174
O: -1.431 -3.997 -1.621
O: 0.303 -2.370 -2.429
O: -0.800 -2.010 -0.122
H: 1.726 -4.931 1.352
H: -0.031 -4.763 1.207
H: 0.955 -3.338 1.553
H: 1.013 -5.212 -2.069
H: 1.900 -2.855 -2.805
H: 4.521 -3.382 0.003
H: -2.219 -3.916 -1.071

---

No. 2
Molecular formula: C19H18ClNO3S2
Method: DFT, the ωB97M-V functional and the def2-TZVPD basis

The HOMO energy is -8.6144 eV. For the molecular weight, the calculation gives 407.94 u. For the total energy, the calculation gives -61820.06648 eV.

Atoms and positions in Å:
O: -0.182 -3.120 1.177
C: -0.332 -2.234 0.359
N: -1.336 -1.322 0.405
H: -1.323 -0.553 -0.248
C: -2.221 -1.235 1.537
H: -3.220 -0.961 1.190
H: -2.248 -2.227 1.993
C: -1.730 -0.208 2.578
C: -0.416 -0.618 3.144
C: -0.178 -1.406 4.226
C: 1.195 -1.668 4.437
C: 1.987 -1.079 3.510
S: 1.071 -0.189 2.359
H: 3.054 -1.107 3.420
H: 1.570 -2.272 5.243
H: -0.959 -1.791 4.856
H: -2.469 -0.150 3.379
H: -1.652 0.771 2.101
C: 0.561 -2.079 -0.803
C: 1.811 -2.594 -1.017
C: 2.216 -2.137 -2.291
C: 1.181 -1.388 -2.777
C: 0.976 -0.687 -4.064
H: 0.494 -1.331 -4.802
H: 1.904 -0.304 -4.484
S: -0.227 0.716 -3.797
O: -0.281 1.419 -5.075
C: 0.911 1.742 -2.711
C: 0.120 2.262 -1.561
C: 0.561 2.118 -0.252
C: -0.190 2.604 0.804
C: -1.406 3.216 0.550
C: -1.870 3.359 -0.749
C: -1.102 2.887 -1.796
H: -1.451 3.000 -2.812
H: -2.818 3.838 -0.935
Cl: -2.362 3.799 1.871
H: 0.172 2.507 1.816
H: 1.501 1.630 -0.046
H: 1.754 1.142 -2.376
H: 1.255 2.545 -3.362
O: 0.178 -1.338 -1.874
H: 3.143 -2.344 -2.786
H: 2.359 -3.215 -0.340

---

No. 3
Molecular formula: C4H9NO2
Method: DFT, the ωB97M-V functional and the def2-TZVPD basis

As for the energy above the lowest of the compared OMol25 structures with the same formula, charge and spin: 31.2 kcal/mol. The HOMO energy is -9.7378 eV. The SMILES is C[C@@H](CO)NC=O. For the molecular weight, the calculation gives 103.12 u. For the total energy, the calculation gives -9878.70869 eV.

Atoms and positions in Å:
C: -0.262 -1.167 1.497
C: 0.237 -0.008 0.631
C: 0.941 -0.534 -0.623
O: 1.944 0.360 -1.076
N: -0.866 0.934 0.231
C: -1.179 1.311 -1.045
O: -1.052 0.656 -2.068
H: -0.935 -0.814 2.280
H: 0.575 -1.680 1.992
H: -0.800 -1.904 0.892
H: 0.951 0.599 1.202
H: 1.351 -1.544 -0.480
H: 0.151 -0.598 -1.371
H: 1.680 0.659 -1.954
H: -1.126 1.642 0.910
H: -1.590 2.334 -1.110

---

No. 4
Molecular formula: C38H37N2O2PdS2Sb
Method: DFT, the ωB97M-V functional and the def2-TZVPD basis

As for the energy above the lowest of the compared OMol25 structures with the same formula, charge and spin: 22.2 kcal/mol. The HOMO energy is -7.3739 eV. For the molecular weight, the calculation gives 846.04 u. For the total energy, the calculation gives -78768.17089 eV.

Atoms and positions in Å:
Pd: 0.664 1.130 0.594
O: -3.319 2.005 -2.395
C: -4.208 2.096 -1.386
C: -5.565 2.097 -1.713
C: -6.520 2.183 -0.721
C: -6.145 2.268 0.618
C: -4.802 2.270 0.943
C: -3.815 2.187 -0.040
C: -2.371 2.153 0.325
O: -1.522 1.868 -0.577
N: -2.110 2.276 1.616
N: -0.794 2.042 1.941
C: -0.546 2.194 3.184
S: -1.747 2.778 4.321
C: -0.651 2.646 5.765
C: 0.783 2.849 5.309
S: 1.023 1.793 3.855
H: -2.428 2.002 -1.959
H: -5.838 2.029 -2.758
H: -7.569 2.179 -0.991
H: -6.894 2.334 1.395
H: -4.481 2.332 1.974
H: -0.770 1.665 6.225
H: -0.952 3.410 6.481
H: 1.499 2.542 6.071
H: 0.964 3.890 5.043
C: 0.715 -4.150 -0.765
C: -0.070 -3.893 -2.021
C: -0.493 -4.977 -2.787
C: -1.201 -4.806 -3.967
C: -1.508 -3.529 -4.407
C: -1.096 -2.438 -3.655
C: -0.378 -2.604 -2.474
Sb: 0.187 -0.776 -1.492
C: 2.307 -1.367 -1.581
C: 2.565 -1.759 -2.902
C: 3.829 -2.106 -3.346
C: 4.892 -2.068 -2.460
C: 4.663 -1.655 -1.160
C: 3.393 -1.289 -0.706
C: 3.310 -0.841 0.724
C: -0.672 -1.176 0.453
C: 0.048 -1.290 1.646
C: -0.591 -1.360 2.883
C: -1.968 -1.297 2.937
C: -2.697 -1.199 1.758
C: -2.082 -1.147 0.515
C: -2.940 -1.095 -0.719
H: 0.674 -5.205 -0.496
H: 0.334 -3.568 0.075
H: 1.764 -3.875 -0.901
H: -0.261 -5.979 -2.445
H: -1.514 -5.671 -4.537
H: -2.065 -3.379 -5.323
H: -1.347 -1.439 -3.997
H: 1.754 -1.809 -3.620
H: 3.976 -2.408 -4.375
H: 5.890 -2.343 -2.777
H: 5.495 -1.596 -0.467
H: 4.285 -0.505 1.075
H: 2.990 -1.651 1.381
H: 2.624 0.008 0.875
H: 1.125 -1.357 1.617
H: -0.002 -1.444 3.787
H: -2.485 -1.330 3.887
H: -3.779 -1.151 1.802
H: -3.972 -0.861 -0.460
H: -2.925 -2.052 -1.246
H: -2.605 -0.325 -1.417
C: 1.093 2.864 -0.220
C: 2.544 2.683 -0.168
C: 3.274 3.023 0.982
C: 4.630 2.768 1.047
C: 5.279 2.171 -0.031
C: 4.571 1.827 -1.173
C: 3.208 2.069 -1.237
H: 0.669 3.694 0.340
H: 0.661 2.793 -1.217
H: 2.759 3.484 1.816
H: 5.190 3.035 1.934
H: 6.343 1.978 0.021
H: 5.075 1.357 -2.006
H: 2.648 1.797 -2.124

---

No. 5
Molecular formula: C24H21F2NO5S
Method: DFT, the ωB97M-V functional and the def2-TZVPD basis

As for the energy above the lowest of the compared OMol25 structures with the same formula, charge and spin: 0.0 kcal/mol. The HOMO energy is -8.6562 eV. The SMILES is COc1cc(/C=C/C(=O)c2ccc(NS(=O)(=O)c3ccc(C)cc3)cc2)ccc1OC(F)F. For the molecular weight, the calculation gives 473.50 u. For the total energy, the calculation gives -53225.83195 eV.

Atoms and positions in Å:
C: 3.613 2.882 0.653
H: 3.071 2.609 1.564
O: 4.855 2.226 0.575
C: 4.873 0.874 0.510
C: 3.757 0.051 0.545
C: 3.880 -1.339 0.473
C: 5.153 -1.901 0.365
C: 6.275 -1.096 0.326
C: 6.140 0.276 0.400
O: 7.276 1.110 0.392
C: 7.765 1.421 -0.809
F: 6.844 1.966 -1.641
F: 8.226 0.332 -1.487
H: 8.599 2.130 -0.692
H: 7.262 -1.522 0.233
H: 5.261 -2.973 0.307
C: 2.731 -2.222 0.510
C: 1.434 -1.886 0.562
C: 0.401 -2.936 0.613
O: 0.683 -4.103 0.823
C: -1.006 -2.509 0.426
C: -1.377 -1.357 -0.267
C: -2.707 -1.027 -0.431
C: -3.705 -1.846 0.095
C: -3.341 -3.008 0.779
C: -2.013 -3.333 0.932
H: -1.723 -4.236 1.449
H: -4.111 -3.651 1.181
N: -5.036 -1.502 -0.033
S: -5.678 -0.378 -1.112
O: -7.087 -0.625 -1.056
O: -5.006 -0.444 -2.373
C: -5.308 1.172 -0.313
C: -4.563 2.129 -0.971
C: -4.292 3.330 -0.338
C: -4.764 3.576 0.946
C: -5.519 2.596 1.587
C: -5.794 1.394 0.961
H: -6.386 0.631 1.439
H: -5.895 2.782 2.583
C: -4.494 4.880 1.629
H: -5.391 5.500 1.609
H: -4.223 4.722 2.670
H: -3.694 5.423 1.133
H: -3.711 4.084 -0.848
H: -4.212 1.921 -1.971
H: -5.713 -2.173 0.292
H: -2.986 -0.151 -0.991
H: -0.628 -0.725 -0.718
H: 1.101 -0.861 0.594
H: 2.955 -3.282 0.485
H: 2.775 0.486 0.628
H: 3.846 3.945 0.677
H: 2.992 2.669 -0.223

---

No. 6
Molecular formula: C44H61BrF2LiMgN7O12P2
Method: DFT, the ωB97M-V functional and the def2-TZVPD basis

The HOMO energy is -6.0575 eV. For the molecular weight, the calculation gives 1091.10 u. For the total energy, the calculation gives -181308.30507 eV.

Atoms and positions in Å:
C: -1.700 -5.465 -1.624
C: -2.225 -4.249 -2.483
O: -1.292 -3.137 -2.521
C: -3.698 -3.808 -2.134
O: -3.959 -3.666 -0.718
C: -3.337 -2.623 -0.156
C: -3.063 -1.311 -0.787
N: -2.491 -0.226 -0.305
N: -2.058 -0.311 0.935
C: -2.241 -1.444 1.664
P: -1.572 -1.392 3.453
N: -0.337 -0.356 3.473
C: -2.868 -2.679 1.260
C: -3.077 -3.934 2.145
C: -1.909 -4.965 2.018
O: -2.152 -6.099 2.220
Br: -0.162 -4.293 1.487
H: -2.402 -5.791 -0.821
H: -0.670 -5.286 -1.213
H: -1.579 -6.351 -2.307
H: -2.266 -4.629 -3.544
H: -1.178 -2.930 -3.464
H: -4.364 -4.639 -2.493
H: -3.956 -2.922 -2.761
H: -3.418 -1.212 -1.840
H: -1.614 0.517 1.348
H: -1.035 -2.725 3.906
H: -2.601 -0.989 4.371
H: 0.508 -0.855 3.767
H: -3.239 -3.601 3.207
H: -4.050 -4.393 1.838
C: -7.110 -4.110 2.404
O: -6.024 -3.594 2.668
O: -7.269 -5.277 1.971
O: -8.225 -3.549 2.525
C: 4.792 -7.318 -4.800
C: 3.556 -6.441 -4.839
O: 2.482 -7.024 -4.098
C: 2.578 -6.910 -2.756
O: 3.467 -6.364 -2.160
O: 1.530 -7.528 -2.215
C: 1.539 -7.575 -0.767
H: 4.552 -8.331 -5.132
H: 5.575 -6.910 -5.442
H: 5.187 -7.400 -3.787
H: 3.208 -6.349 -5.870
H: 3.768 -5.432 -4.478
H: 1.661 -6.584 -0.328
H: 2.326 -8.241 -0.424
H: 0.578 -7.979 -0.448
C: 1.942 -1.049 -2.226
C: 1.128 -0.983 -1.099
C: 1.368 -0.027 -0.122
C: 2.429 0.861 -0.263
C: 3.261 0.780 -1.382
C: 3.007 -0.171 -2.368
C: 4.425 1.687 -1.523
O: 5.149 1.623 -2.496
C: 4.698 2.675 -0.446
C: 5.817 3.494 -0.534
C: 6.073 4.432 0.462
C: 5.201 4.560 1.543
C: 4.089 3.740 1.636
C: 3.839 2.788 0.649
C: 2.661 1.891 0.778
O: 1.905 2.001 1.725
H: 1.748 -1.790 -2.992
H: 0.303 -1.678 -0.982
H: 0.728 0.024 0.752
H: 3.641 -0.229 -3.244
H: 6.495 3.403 -1.374
H: 6.949 5.067 0.394
H: 5.397 5.297 2.314
H: 3.417 3.837 2.481
Li: -1.979 1.116 3.853
F: -0.310 -2.888 5.096
Mg: 7.185 2.498 1.576
C: -0.484 -6.263 -6.605
C: -1.194 -7.573 -6.282
C: -2.646 -7.603 -6.775
C: -3.427 -6.519 -6.127
N: -4.024 -5.679 -5.625
H: -0.961 -5.414 -6.110
H: 0.551 -6.299 -6.262
H: -0.479 -6.074 -7.682
H: -1.168 -7.733 -5.201
H: -0.646 -8.398 -6.743
H: -3.105 -8.563 -6.532
H: -2.687 -7.473 -7.858
O: -2.101 3.898 1.417
P: -2.040 5.399 1.712
N: -3.418 5.762 0.730
C: -3.685 6.958 -0.049
C: -4.678 5.178 1.195
N: -0.600 5.643 0.790
C: -0.506 6.511 -0.369
C: 0.269 4.484 0.582
N: -1.916 7.077 2.249
C: -0.646 7.370 2.965
C: -2.981 7.445 3.215
H: -3.938 7.833 0.562
H: -4.525 6.790 -0.728
H: -2.865 7.232 -0.704
H: -5.084 5.715 2.061
H: -4.547 4.134 1.487
H: -5.436 5.181 0.410
H: -1.038 6.094 -1.232
H: 0.538 6.658 -0.661
H: -0.875 7.515 -0.154
H: -0.110 3.832 -0.214
H: 0.367 3.898 1.496
H: 1.281 4.799 0.311
H: -0.515 6.705 3.823
H: -0.633 8.404 3.318
H: 0.227 7.272 2.326
H: -3.003 6.764 4.070
H: -3.970 7.444 2.757
H: -2.835 8.462 3.584
C: 3.325 8.459 5.915
C: 2.996 8.061 4.625
C: 2.874 6.710 4.324
C: 3.071 5.757 5.317
C: 3.396 6.155 6.607
C: 3.527 7.506 6.906
H: 3.424 9.513 6.148
H: 2.836 8.805 3.853
H: 2.624 6.399 3.316
H: 2.971 4.703 5.083
H: 3.548 5.412 7.381
H: 3.786 7.816 7.911
F: 2.420 -6.443 1.310

---

No. 7
Molecular formula: C5H11NO
Method: DFT, the ωB97M-V functional and the def2-TZVPD basis

As for the energy above the lowest of the compared OMol25 structures with the same formula, charge and spin: 97.8 kcal/mol. The HOMO energy (alpha / beta) is 0.6632 / -2.2494 eV. Its multiplicity is 2. For the molecular weight, the calculation gives 101.15 u. Its net charge is -1. For the total energy, the calculation gives -8895.92250 eV.

Atoms and positions in Å:
C: -1.166 1.055 1.240
N: -0.249 1.469 0.174
C: 0.688 0.598 -0.421
C: 0.634 -0.723 -0.025
C: 1.079 0.736 -2.828
C: 1.357 1.093 -1.626
H: -2.022 0.236 1.250
H: -0.548 0.477 1.934
H: -1.641 1.871 1.620
H: -0.847 2.002 -0.473
H: 0.689 -1.113 1.000
H: 0.813 -1.532 -0.728
H: 0.612 -0.290 -2.883
H: 1.073 1.400 -3.667
H: 2.184 1.793 -1.453
H: -1.141 -3.070 3.089
H: -0.649 -2.626 1.600
O: -0.867 -3.377 2.196

---

No. 8
Molecular formula: C17H22ClN3O3S
Method: DFT, the ωB97M-V functional and the def2-TZVPD basis

As for the energy above the lowest of the compared OMol25 structures with the same formula, charge and spin: 0.0 kcal/mol. The HOMO energy is -8.1422 eV. The SMILES is COc1ccc(Cl)cc1NC(=S)N1CCN(C(=O)[C@@H]2CCCO2)CC1. For the molecular weight, the calculation gives 383.90 u. For the total energy, the calculation gives -51956.74370 eV.

Atoms and positions in Å:
C: -1.778 -4.902 3.704
H: -1.396 -5.926 3.644
O: -1.003 -4.017 2.929
C: -0.891 -4.254 1.588
C: -1.530 -5.269 0.898
C: -1.341 -5.425 -0.468
C: -0.491 -4.567 -1.138
C: 0.166 -3.546 -0.469
C: -0.041 -3.367 0.891
N: 0.590 -2.383 1.642
C: 1.353 -1.321 1.246
N: 1.068 -0.708 0.067
C: 1.953 0.332 -0.414
H: 2.963 0.131 -0.054
C: 1.486 1.710 0.075
N: 0.123 1.925 -0.352
C: -0.338 2.823 -1.261
O: -1.504 2.842 -1.598
C: 0.677 3.845 -1.796
H: 1.573 3.329 -2.156
C: 0.974 4.917 -0.713
H: 2.043 5.015 -0.532
H: 0.486 4.652 0.225
C: 0.378 6.201 -1.305
H: -0.174 6.785 -0.572
C: -0.527 5.665 -2.419
H: -0.654 6.354 -3.254
O: 0.147 4.525 -2.908
H: -1.510 5.382 -2.024
H: 1.165 6.822 -1.734
C: -0.772 0.891 0.128
H: -1.771 1.110 -0.253
C: -0.302 -0.486 -0.361
H: -0.960 -1.257 0.034
H: -0.334 -0.516 -1.454
H: -0.782 0.906 1.224
H: 2.147 2.487 -0.296
H: 1.519 1.719 1.170
H: 1.939 0.303 -1.508
S: 2.582 -0.840 2.246
H: 0.702 -2.626 2.620
H: 0.849 -2.905 -1.001
Cl: -0.226 -4.762 -2.834
H: -1.849 -6.214 -0.997
H: -2.187 -5.952 1.411
H: -1.692 -4.544 4.729
H: -2.829 -4.884 3.401

---

The lowest molecular weight belongs to which entry?
C5H11NO